(1)
10
Properties=species:S:1:pos:R:3:forces:R:3:nbo_charge:R:1 method="wB97M-V/def2-TZVPD" charge=0 multiplicity=1 de_lowest_kcal_mol=77.2 largest_force_ev_per_a=4.08 energy_ev=-6941.86890 lumo_energy_ev="0.24 / 0.26"
C -0.1918 -1.1223 0.2031 1.353 -0.166 0.530 -0.495
C -0.2143 1.0763 0.2151 1.043 -0.115 0.518 -0.488
C -0.8616 -0.0333 -0.4827 1.627 0.921 -1.611 -0.139
C 0.9399 -0.0243 0.4937 -3.866 0.348 -1.242 0.404
F 1.9508 -0.0291 -0.3322 1.251 0.071 -1.032 -0.326
H -0.5392 -1.3517 1.1615 -0.922 -0.853 1.193 0.216
H 0.1986 -1.9295 -0.3494 -0.014 -1.356 -0.596 0.218
H 0.0530 1.8534 -0.4325 0.427 1.512 -0.755 0.210
H -0.5454 1.4345 1.1354 -0.875 0.531 1.470 0.210
H -0.7899 0.1260 -1.6120 -0.024 -0.893 1.525 0.190

---

(2)
63
Properties=species:S:1:pos:R:3:forces:R:3:nbo_charge:R:1 method="wB97M-V/def2-TZVPD" charge=+2 multiplicity=2 de_lowest_kcal_mol=15.5 largest_force_ev_per_a=4.32 energy_ev=-90393.47289 lumo_energy_ev="-7.75 / -7.34"
V -0.7855 0.4057 0.5650 -4.053 0.716 0.054 1.212
N -7.2625 4.3723 -2.4419 0.087 -0.100 -0.032 -0.742
C -6.2962 3.5855 -1.9341 0.050 0.010 0.046 0.253
C -5.6510 2.6316 -2.7544 0.040 -0.030 0.015 -0.264
C -4.6619 1.8299 -2.2491 -0.044 -0.150 -0.126 -0.135
C -4.3008 1.9644 -0.9079 0.706 -0.336 0.613 -0.393
C -4.9063 2.9078 -0.0781 -0.027 0.048 0.079 -0.141
C -5.9019 3.7054 -0.5835 0.004 -0.016 -0.017 -0.278
S -2.9998 1.0058 -0.2726 -2.556 1.495 -1.212 2.247
O -3.1878 -0.4150 -0.3478 0.517 -0.291 -0.133 -0.853
O -2.6245 1.4431 1.1008 0.174 -0.188 0.169 -0.906
N -1.6103 1.2857 -1.0607 0.009 -0.886 -0.209 -0.852
C -0.8959 2.4017 -0.7115 0.582 1.557 0.083 0.574
N -0.0215 2.1171 0.2897 0.316 1.207 -0.699 -0.504
C 0.8932 3.0314 0.6412 0.197 0.251 0.141 0.131
C 0.8729 4.2703 0.0483 -0.083 -0.114 -0.037 -0.279
C -0.1335 4.5110 -0.8922 0.004 -0.036 0.051 0.167
N -1.0112 3.5862 -1.2682 -0.137 -0.221 -0.239 -0.401
H -7.5321 4.2898 -3.4052 -0.058 0.037 -0.017 0.411
H -7.7293 5.0601 -1.8808 -0.032 0.028 0.029 0.411
H -5.9422 2.5391 -3.7924 0.003 -0.010 0.001 0.237
H -4.1688 1.0983 -2.8778 -0.040 0.035 -0.046 0.244
H -4.5885 2.9942 0.9530 -0.072 0.081 -0.004 0.238
H -6.3885 4.4348 0.0504 0.008 -0.004 0.008 0.233
H 1.6369 2.7544 1.3772 -0.072 -0.047 0.043 0.237
H 1.6018 5.0239 0.3042 0.009 -0.004 -0.008 0.269
H -0.2356 5.4744 -1.3784 0.052 0.026 0.069 0.239
O 2.7466 -0.3129 0.8047 -0.524 -0.148 -0.192 -0.441
C 1.7396 -0.6196 1.3513 1.800 -0.230 1.136 0.768
O 0.5294 -0.4771 0.6993 3.414 -2.533 -0.750 -0.519
C 1.6061 -1.0719 2.7568 -0.353 0.111 0.005 -0.121
C 2.7197 -1.6647 3.3458 -0.007 0.052 -0.095 -0.142
C 2.6804 -2.0235 4.6817 -0.015 -0.015 0.054 -0.168
C 1.5501 -1.7558 5.4418 0.022 -0.005 0.051 -0.145
C 0.4393 -1.1571 4.8659 -0.033 0.013 -0.108 -0.176
C 0.4475 -0.8279 3.5150 0.003 0.092 -0.147 -0.359
P -1.0816 -0.1202 2.8098 0.031 -0.478 1.240 1.181
C -1.5148 1.3070 3.8115 0.083 -0.058 -0.045 -0.404
C -0.4843 2.2475 3.9261 -0.063 -0.156 0.085 -0.203
C -0.7162 3.4541 4.5580 0.017 0.081 0.038 -0.185
C -1.9749 3.7289 5.0813 0.007 -0.048 -0.017 -0.158
C -2.9905 2.7898 4.9840 -0.033 0.053 0.015 -0.206
C -2.7718 1.5816 4.3384 -0.044 -0.051 -0.077 -0.117
C -2.2398 -1.5009 2.6900 0.066 0.118 0.018 -0.402
C -1.9965 -2.4103 1.6518 -0.054 0.060 0.179 -0.199
C -2.8315 -3.4971 1.4710 -0.012 -0.025 -0.020 -0.168
C -3.9163 -3.6812 2.3166 0.014 -0.019 -0.031 -0.150
C -4.1516 -2.7937 3.3557 -0.050 -0.024 0.024 -0.200
C -3.3119 -1.7092 3.5544 -0.003 0.100 0.034 -0.126
H 3.6035 -1.8360 2.7462 0.007 0.000 0.010 0.254
H 3.5349 -2.5029 5.1390 0.019 0.019 -0.021 0.250
H 1.5361 -2.0071 6.4939 -0.015 -0.025 -0.010 0.247
H -0.4341 -0.9426 5.4702 0.007 -0.018 0.019 0.235
H 0.5028 2.0077 3.5439 0.042 0.074 0.037 0.211
H 0.0796 4.1799 4.6615 0.014 -0.022 -0.026 0.236
H -2.1604 4.6759 5.5696 0.012 -0.015 0.035 0.242
H -3.9620 3.0008 5.4103 -0.007 -0.013 -0.016 0.241
H -3.5812 0.8723 4.2449 -0.004 0.121 -0.045 0.218
H -1.1438 -2.3030 0.9923 0.068 -0.009 -0.038 0.208
H -2.6388 -4.2005 0.6725 0.009 0.018 -0.005 0.241
H -4.5728 -4.5276 2.1676 -0.015 0.007 0.016 0.243
H -4.9955 -2.9492 4.0140 0.036 0.006 0.045 0.242
H -3.4851 -1.0457 4.3897 -0.026 -0.091 -0.019 0.213

---

(3)
19
Properties=species:S:1:pos:R:3:forces:R:3:nbo_charge:R:1 method="wB97M-V/def2-TZVPD" charge=0 multiplicity=1 de_lowest_kcal_mol=23.4 largest_force_ev_per_a=3.57 smiles="C1=N[C@](c2csnn2)(c2nncs2)NS1" energy_ev=-47729.65406 lumo_energy_ev=0.01
C -1.5130 -0.6779 1.3468 -0.473 1.980 -1.196 -0.040
N -0.3968 -0.8744 0.8029 -0.146 -1.815 2.206 -0.449
C -0.0991 -0.1743 -0.3568 -2.332 0.562 -0.843 0.195
C -0.0014 -1.1527 -1.4860 -1.082 -1.073 -1.058 0.063
C -0.8716 -2.1541 -1.9580 0.162 1.518 1.420 -0.435
S -0.1903 -2.8145 -3.3494 -0.028 -0.056 1.068 0.645
N 1.2075 -1.9038 -3.1545 0.187 -0.609 -1.989 -0.334
N 1.1126 -1.0822 -2.2193 0.924 0.582 0.433 -0.194
C 1.1927 0.5692 -0.1826 -0.060 0.349 0.332 0.022
N 1.2013 1.8587 -0.2862 -0.337 -0.648 -0.175 -0.272
N 2.3916 2.3828 -0.0376 2.387 0.550 0.687 -0.239
C 3.3122 1.5049 0.3194 -2.201 -0.043 -0.908 -0.176
S 2.7067 -0.1112 0.3071 -0.430 0.437 -0.075 0.455
N -1.4058 0.8555 -0.6352 2.628 -2.325 -0.664 -0.809
S -2.4997 0.5801 0.6259 0.088 0.526 -0.201 0.435
H -2.0313 -1.0476 2.1980 0.523 -1.095 0.811 0.220
H -1.7847 -2.3930 -1.4018 0.249 -0.120 -0.811 0.267
H 4.3393 1.7188 0.4901 0.463 0.342 0.221 0.231
H -0.8957 1.7185 -0.7428 -0.521 0.938 0.742 0.414

---

(4)
10
Properties=species:S:1:pos:R:3:forces:R:3:nbo_charge:R:1 method="wB97M-V/def2-TZVPD" charge=0 multiplicity=1 de_lowest_kcal_mol=24.9 largest_force_ev_per_a=0.32 smiles=Nc1cnn[nH]1 energy_ev=-8098.23587 lumo_energy_ev=0.65
N 1.1752 0.4567 -1.0341 0.007 0.096 0.017 -0.802
C 0.2077 -0.0620 -0.1816 -0.230 -0.086 0.201 0.282
C 0.2635 -0.6004 1.0833 0.130 0.054 -0.058 -0.203
N -0.9921 -0.9903 1.4418 -0.058 0.025 -0.171 -0.217
N -1.8164 -0.7413 0.4858 0.159 -0.068 0.098 -0.078
N -1.0987 -0.1707 -0.5117 0.099 -0.011 -0.119 -0.377
H 0.8228 1.1556 -1.6751 0.039 -0.067 0.073 0.379
H 1.9685 0.8268 -0.5270 -0.059 -0.099 -0.096 0.390
H 1.1162 -0.7474 1.7298 -0.142 0.088 -0.072 0.215
H -1.5468 0.0018 -1.3980 0.055 0.068 0.127 0.410

---

(5)
18
Properties=species:S:1:pos:R:3:forces:R:3:nbo_charge:R:1 method="wB97M-V/def2-TZVPD" charge=0 multiplicity=1 de_lowest_kcal_mol=17.6 largest_force_ev_per_a=5.08 smiles="CCCCO[PH2]=O" energy_ev=-17709.11710 lumo_energy_ev=0.67
C 0.8469 -0.4730 -2.7851 4.975 -0.752 0.672 -0.606
C 1.2269 0.0770 -1.4158 -0.344 1.963 2.252 -0.374
C 0.2367 -0.3713 -0.3126 -0.596 1.957 -1.511 -0.442
C 0.3396 0.3915 0.9776 -3.056 -2.076 0.659 0.001
O -0.6562 -0.4882 2.1007 1.903 1.867 -2.042 -0.903
P -1.8868 0.1259 2.8960 1.297 0.114 -2.501 1.875
O -2.4808 -0.8239 3.7885 -1.138 -1.385 1.780 -1.070
H 1.0546 -1.5786 -2.8475 -0.634 1.093 0.026 0.216
H -0.0794 -0.1704 -3.0579 -3.068 0.487 -0.767 0.207
H 1.5627 0.0236 -3.4778 -0.492 -0.531 0.040 0.216
H 2.2120 -0.1146 -0.9899 0.419 -0.410 -0.891 0.204
H 1.1738 1.2435 -1.3487 0.060 -1.777 -0.699 0.182
H -0.6893 -0.0847 -0.8264 -0.470 0.068 0.741 0.196
H 0.1288 -1.3908 -0.2401 0.435 -2.513 0.586 0.223
H 1.1995 0.4018 1.5824 1.184 -0.046 0.264 0.207
H -0.0447 1.3548 0.6832 -0.313 0.646 1.093 0.192
H -1.4635 1.3063 3.4124 0.516 1.020 0.734 -0.157
H -2.6808 0.5711 1.8609 -0.676 0.276 -0.434 -0.168

---

(6)
22
Properties=species:S:1:pos:R:3:forces:R:3:nbo_charge:R:1 method="wB97M-V/def2-TZVPD" charge=0 multiplicity=1 de_lowest_kcal_mol=13.0 largest_force_ev_per_a=3.04 energy_ev=-39956.62546 lumo_energy_ev="-0.38 / -0.39"
C -1.9674 0.7388 -0.0941 -0.043 -2.725 -0.604 0.005
C -0.8686 -0.2474 -0.3550 1.782 0.040 1.964 -0.311
C -2.0976 2.1833 -0.1814 1.627 -0.519 -1.547 -0.704
C 2.1250 -1.8142 -1.1024 -0.368 -0.674 0.438 -0.628
C 0.6725 0.8114 1.2765 1.284 -0.789 0.550 -0.623
C 1.4961 -1.3896 0.2213 -2.159 2.139 -0.013 -0.365
C 0.6540 0.0252 0.0019 -0.033 -1.699 0.826 -0.245
S -1.3623 -0.3921 -2.0119 -0.689 0.977 -0.422 -0.079
S -3.1526 -0.2963 0.6366 -1.129 1.537 0.195 0.253
S -1.6192 -1.5802 0.7873 1.260 -1.024 -0.132 0.047
H -2.2084 2.6617 0.7474 0.524 0.391 1.613 0.252
H -3.0511 2.3310 -0.6021 -0.960 0.774 -1.372 0.245
H -1.2075 2.5112 -0.7660 -1.067 0.460 0.277 0.250
H 2.2239 -2.9080 -1.0373 0.884 0.312 -0.286 0.213
H 3.0356 -1.2472 -1.3963 -0.538 -0.641 0.351 0.214
H 1.3639 -1.6944 -1.8678 0.012 0.278 -0.271 0.220
H 0.5058 1.8277 1.1151 -0.841 1.735 -0.119 0.203
H 1.5824 0.7861 1.8739 0.597 -0.198 -0.499 0.214
H 0.0035 0.3479 1.9388 -1.492 -0.176 1.081 0.214
H 0.6222 -2.0878 0.4936 1.861 0.477 -0.083 0.195
H 2.2045 -1.2206 1.0977 -0.946 -0.517 -1.215 0.214
H 1.0452 0.6535 -0.7758 0.435 -0.157 -0.731 0.216

---

(7)
28
Properties=species:S:1:pos:R:3:forces:R:3:nbo_charge:R:1 method="wB97M-V/def2-TZVPD" charge=-1 multiplicity=1 largest_force_ev_per_a=0.54 energy_ev=-47167.25185 lumo_energy_ev=2.88
N -3.1590 -1.4447 1.6821 0.012 0.131 0.093 -0.823
C -2.2667 -0.7122 0.7798 -0.023 0.006 -0.014 -0.224
C -1.5595 0.4837 1.4182 -0.017 0.060 0.024 -0.405
C -0.7256 1.3247 0.4482 -0.043 0.005 0.010 -0.423
C 0.4605 0.5197 -0.0531 0.208 -0.165 0.031 -0.231
N 1.2530 1.1135 -1.1479 -0.411 0.240 -0.262 -0.541
N 0.7070 0.8564 -2.4488 0.249 -0.019 0.075 -0.638
S 1.9382 2.5462 -0.9579 -0.061 0.047 0.094 2.526
O 2.3500 2.7161 0.3881 0.028 -0.021 -0.068 -0.904
O 2.7555 2.8629 -2.0761 0.030 -0.030 0.044 -0.917
F 0.6951 3.5489 -1.1257 0.087 -0.066 -0.002 -0.519
H -3.7997 -0.7943 2.1273 0.014 -0.045 -0.020 0.335
H -2.6157 -1.8607 2.4320 -0.007 -0.038 -0.075 0.352
H -1.5424 -1.4282 0.3891 0.001 0.027 -0.003 0.215
H -2.8597 -0.3583 -0.0703 0.022 -0.047 -0.005 0.173
H -0.9191 0.1271 2.2330 -0.018 0.008 -0.015 0.202
H -2.3214 1.1284 1.8724 0.022 -0.029 0.022 0.187
H -0.3750 2.2219 0.9658 -0.011 -0.009 -0.056 0.209
H -1.3487 1.6563 -0.3903 0.036 -0.062 -0.003 0.199
H 0.1456 -0.4290 -0.4741 0.053 -0.068 0.040 0.252
H 1.1492 0.2746 0.7520 -0.015 0.043 0.032 0.240
H 0.6546 1.7221 -2.9762 -0.046 -0.025 0.036 0.355
H 1.3719 0.2491 -2.9193 -0.044 0.004 0.009 0.375
O 1.6297 -2.9814 -1.5376 -0.002 0.010 -0.036 -0.890
Cl 2.0067 -3.2723 -0.1693 -0.041 0.105 -0.050 2.545
O 1.4631 -4.5484 0.2260 -0.005 0.001 -0.010 -0.872
O 1.4686 -2.2302 0.6870 -0.019 -0.051 0.111 -0.906
O 3.4441 -3.2920 -0.0544 0.000 -0.010 0.001 -0.871